A 15-piece molecular cluster, C23H76O15 overall in a non-equilibrium geometry. Source: OMol25; level of theory: ωB97M-V/def2-TZVPD.

The geometry in XYZ format:
```
114
Properties=species:S:1:pos:R:3:forces:R:3
C -3.716871 3.081525 -1.505759 0.83 -0.01 0.45
C -2.207021 3.034221 -1.816652 -1.58 -0.08 0.18
O -2.029109 2.177673 -2.925749 0.22 0.24 0.34
H -4.126122 2.159455 -1.092967 0.27 -0.23 -0.13
H -4.270603 3.308600 -2.416756 0.03 0.24 0.12
H -3.857068 3.832053 -0.727845 -0.36 0.26 -0.20
H -1.592138 2.744084 -0.964686 -0.13 -0.42 0.25
H -1.878955 4.050164 -2.036469 0.02 0.29 -0.36
H -1.118112 2.386318 -3.145175 0.58 -0.37 -0.71
C -0.222136 0.153306 -5.711902 -0.60 -0.86 0.18
C -0.618975 -1.203513 -5.091050 -0.80 2.20 -0.56
O 0.291584 -2.152264 -5.574809 0.39 -1.06 0.27
H -0.251786 0.016217 -6.792840 0.27 0.02 -0.06
H 0.776902 0.455410 -5.397649 -0.14 0.24 0.04
H -0.998297 0.886419 -5.492309 0.31 0.21 0.33
H -1.628032 -1.413102 -5.445984 -0.10 -0.26 -0.08
H -0.700447 -1.159042 -4.005006 0.41 -0.09 0.20
H -0.181156 -2.985511 -5.512908 0.30 -0.42 -0.15
C -0.313249 -0.326178 0.301635 0.16 -0.95 0.18
C 0.427242 -0.614219 -0.999847 0.30 0.68 0.71
O 0.900105 -1.960127 -1.059940 -0.91 0.00 0.75
H -0.570476 0.721632 0.456654 -0.14 0.00 -0.41
H 0.227629 -0.634074 1.196477 0.36 -0.08 -0.04
H -1.201912 -0.957123 0.284380 -0.34 0.27 0.15
H 1.303799 0.026030 -1.098995 -0.13 0.30 -0.08
H -0.296709 -0.371359 -1.777674 0.16 -0.14 -0.51
H 1.370684 -2.038012 -1.893062 0.06 0.00 -0.43
C 2.223899 2.257154 0.911277 0.96 0.41 0.02
C 1.734953 3.685572 0.913704 -0.19 0.58 -0.30
O 0.437158 3.769324 0.345807 -0.78 -0.07 -0.37
H 2.385463 1.831889 -0.079252 -0.37 0.22 -0.20
H 1.629344 1.555474 1.496294 -0.09 0.27 0.10
H 3.228367 2.333167 1.327629 0.10 -0.40 0.34
H 2.331160 4.392697 0.336980 0.70 -0.46 -0.17
H 1.717781 4.144357 1.902296 -0.06 -0.41 0.40
H 0.350731 4.577515 -0.165033 -0.01 -0.02 -0.06
C -2.035242 -5.701140 -2.122698 0.73 -0.63 -0.14
C -0.882989 -4.780824 -1.796052 -0.94 1.70 0.79
O -1.394551 -3.768637 -0.857744 0.22 -1.24 -0.77
H -2.423611 -6.197668 -1.233466 -0.21 0.33 0.05
H -1.658794 -6.510120 -2.748740 0.00 -0.09 -0.21
H -2.804438 -5.181696 -2.694203 -0.08 0.03 0.33
H -0.579879 -4.244377 -2.695186 0.13 0.00 -0.32
H 0.020344 -5.236315 -1.390324 -0.19 -0.41 0.17
H -0.697899 -3.110944 -0.796816 0.43 0.35 0.11
C 4.024972 -2.417440 -4.706065 0.54 -0.24 1.05
C 3.173701 -2.702375 -3.431947 1.22 -0.02 -1.92
O 2.134623 -1.765751 -3.474866 -0.69 0.39 0.78
H 4.610315 -1.506486 -4.581009 -0.07 0.09 0.08
H 3.390418 -2.254901 -5.577282 -0.07 -0.34 0.03
H 4.750730 -3.214185 -4.869065 -0.12 -0.11 -0.25
H 3.735248 -2.579406 -2.505856 -0.07 -0.20 -0.06
H 2.727071 -3.690284 -3.544469 0.26 -0.29 0.49
H 1.630490 -2.048272 -4.241437 -0.94 0.36 -0.65
C -2.840128 0.970587 5.388071 -0.14 0.64 0.72
C -1.384972 1.409031 5.052472 -1.30 -0.15 -0.81
O -1.096456 0.967683 3.719917 0.59 -0.75 0.80
H -3.642408 1.411344 4.796312 0.56 0.09 -0.82
H -3.188551 1.333523 6.355022 0.54 -0.21 0.56
H -3.008488 -0.105925 5.358545 0.40 -0.04 0.02
H -0.641270 0.983642 5.726309 -0.17 -0.31 0.04
H -1.236078 2.487666 5.102294 -0.28 0.13 0.10
H -1.289311 1.664469 3.088334 -0.15 0.59 -0.36
C -3.314555 4.040436 3.448417 -0.10 0.72 -1.15
C -2.461735 4.166759 2.152185 -0.68 -1.29 0.52
O -1.457141 3.138562 2.072341 -0.52 0.71 1.19
H -2.775189 4.263384 4.369000 0.34 -0.31 -0.16
H -3.901829 3.126892 3.541357 0.36 -0.08 -0.12
H -4.037229 4.852209 3.365574 -0.26 0.05 0.05
H -2.116085 5.198821 2.093233 0.73 -0.07 0.11
H -3.016251 3.990318 1.230514 -0.85 0.35 0.28
H -0.838368 3.431933 1.399547 0.73 -0.15 -0.50
C -4.253112 0.713827 1.672892 0.13 -1.24 -0.67
O -5.612162 0.314657 1.504653 -0.38 0.81 0.27
H -3.848609 0.332893 2.610643 0.10 0.33 0.16
H -3.706581 0.230769 0.862916 0.55 0.15 -0.02
H -4.099522 1.787152 1.561185 -0.50 -0.06 0.20
H -5.659698 -0.643764 1.476842 0.17 0.02 0.01
C 1.934694 -0.766530 4.388149 -0.75 -0.43 0.73
O 3.322045 -0.929537 4.251186 0.70 0.39 -0.16
H 1.770368 -0.037622 5.181746 -0.48 0.14 -0.09
H 1.432721 -0.452516 3.472997 0.43 0.14 -0.08
H 1.513973 -1.729789 4.676628 -0.39 0.09 0.09
H 3.661613 -1.077989 5.136773 0.26 -0.11 -0.12
C -2.085451 -2.269008 3.337651 -0.22 0.21 -1.47
O -1.169315 -1.804072 4.263380 0.97 -1.00 1.54
H -1.685860 -2.074460 2.342371 -0.43 0.42 -0.41
H -2.191274 -3.352989 3.294098 0.07 -0.09 0.89
H -3.057533 -1.799762 3.489194 -0.22 -0.11 -0.24
H -1.101990 -0.846903 4.233276 -0.12 0.29 -0.60
C 1.460490 -4.062464 2.730735 -0.56 0.59 -0.08
O 0.660886 -4.428013 3.834643 0.33 -1.06 0.83
H 1.347744 -2.979678 2.676260 0.26 0.05 -0.97
H 2.525877 -4.281686 2.801361 0.00 -0.13 0.76
H 1.120692 -4.617306 1.856213 -0.20 0.44 -0.36
H 0.036888 -3.733485 4.057944 0.12 0.29 -0.14
C 1.540083 3.953564 -3.429475 -0.25 -0.49 -0.57
O 0.647690 2.857007 -3.207223 0.39 0.73 0.16
H 2.029576 4.282222 -2.512697 -0.27 0.27 0.19
H 2.340476 3.649634 -4.104086 0.07 -0.05 -0.15
H 0.968153 4.735458 -3.929105 0.10 0.13 0.32
H 1.200709 2.193612 -2.788079 0.13 -0.73 0.02
C 3.953745 0.618457 -2.380920 -0.49 -0.35 -0.22
O 2.670997 0.809997 -2.951424 0.01 1.02 -0.17
H 3.810541 0.203022 -1.383423 0.49 0.33 0.33
H 4.496626 -0.126653 -2.962448 0.30 0.11 -0.03
H 4.480049 1.572152 -2.420583 0.07 -0.16 0.35
H 2.378504 -0.054267 -3.249899 -0.29 -0.43 -0.16
C 3.604855 -1.366001 0.945979 -0.36 0.47 0.64
O 4.368178 -1.849774 2.006811 0.71 -0.95 -0.24
H 2.539824 -1.499962 1.135362 -0.26 -0.34 -0.28
H 3.747185 -0.285338 0.943293 0.10 0.31 -0.91
H 3.886640 -1.884095 0.029320 0.00 0.29 -0.05
H 3.987187 -1.487006 2.809831 0.04 -0.02 0.52
```
Forces are in eV/Å.

Its spin multiplicity is 1. The calculation puts the highest occupied orbital energy at -9.2824 eV. The value obtained for the LUMO energy is 0.270 eV. Its HOMO-LUMO gap is 9.55 eV.

***

C24H12BCl5CrF4N6 as an isolated structure in a non-equilibrium geometry. Source: OMol25; level of theory: ωB97M-V/def2-TZVPD.

The geometry in XYZ format:
```
53
Properties=species:S:1:pos:R:3:forces:R:3
Cr -0.005243 -0.275877 -2.024909 -0.09 0.45 -0.55
C -4.311967 -0.507706 -2.195210 -0.02 0.08 0.15
C -3.008834 -0.277773 -2.575397 -0.04 0.05 -0.24
N -2.003622 -0.311683 -1.694970 -0.65 -0.51 0.60
C -2.321420 -0.607572 -0.400132 0.04 -0.02 -0.38
C -3.654632 -0.839467 -0.055553 -0.05 0.03 0.05
N -4.641132 -0.779130 -0.924394 0.06 -0.06 -0.08
C -1.188656 -0.702344 0.496047 -0.11 -0.06 0.33
C -1.216649 -0.832188 1.866094 0.02 0.04 -0.16
C -0.018169 -0.820678 2.605301 0.02 0.04 -0.28
C 1.187149 -0.764910 1.879106 -0.03 0.09 -0.11
C 1.169062 -0.654737 0.506796 0.12 0.09 0.31
N -0.008612 -0.603769 -0.157942 0.02 -0.70 0.14
C 2.305652 -0.533914 -0.382598 -0.03 0.01 -0.31
C 3.645633 -0.684146 -0.019754 0.06 0.09 0.04
N 4.634125 -0.619034 -0.886253 -0.03 -0.06 -0.03
C 4.302247 -0.439729 -2.171769 -0.01 0.08 0.14
C 2.992599 -0.286376 -2.568308 0.10 0.06 -0.25
N 1.987393 -0.297284 -1.688746 0.63 -0.53 0.59
C -0.028259 -0.759177 4.077644 0.02 0.01 0.29
C 1.152339 -0.748359 4.827195 -0.06 -0.05 -0.05
C 1.093935 -0.584355 6.200269 -0.04 -0.01 -0.03
N -0.038921 -0.442333 6.878017 -0.01 0.02 0.22
C -1.167719 -0.480187 6.179900 0.05 -0.01 -0.02
C -1.215952 -0.633576 4.805263 0.07 -0.05 -0.07
H -5.121901 -0.481770 -2.910623 0.06 0.02 -0.08
H -2.752111 -0.075036 -3.607266 0.01 -0.01 0.01
H -3.921164 -1.110225 0.958622 0.06 0.06 0.04
H -2.171138 -0.926052 2.358792 -0.01 0.05 0.03
H 2.139983 -0.773326 2.383834 0.00 0.01 0.03
H 3.920946 -0.867117 1.011490 -0.07 0.00 0.03
H 5.115351 -0.411991 -2.883242 -0.06 -0.02 -0.09
H 2.734921 -0.167181 -3.612324 -0.02 0.05 0.02
H 2.120652 -0.870629 4.365733 0.02 0.04 -0.01
H 2.001790 -0.553880 6.792233 0.04 -0.04 -0.07
H -2.079200 -0.368111 6.755833 -0.05 -0.02 -0.07
H -2.181642 -0.646884 4.323300 -0.02 0.06 0.00
Cl -0.218880 2.363926 0.749996 0.03 0.00 0.21
C -0.062689 2.763835 -0.919757 0.00 -0.15 -0.25
C -0.006318 1.759848 -1.882318 -0.03 0.59 -0.17
C 0.065807 2.191580 -3.198246 -0.05 0.04 0.74
Cl 0.074760 0.850331 -4.303508 0.03 -0.22 -0.84
C 0.105083 3.510025 -3.603032 0.03 0.17 -0.09
Cl 0.190118 3.937176 -5.260338 0.01 -0.09 -0.12
C 0.073854 4.491422 -2.612251 -0.01 -0.13 0.03
Cl 0.136304 6.146179 -3.047560 0.00 0.08 -0.04
C -0.016908 4.117398 -1.271497 0.02 -0.10 -0.03
Cl -0.072287 5.330626 -0.060157 0.00 0.06 0.04
F -0.004477 -2.111332 -3.599576 0.03 0.39 0.30
B 0.060712 -3.209163 -2.629046 -0.02 0.19 0.63
F -1.020961 -2.981879 -1.749137 -0.10 0.02 -0.11
F 0.005989 -4.419814 -3.230343 0.00 -0.13 -0.29
F 1.243034 -3.001666 -1.895318 0.09 -0.01 -0.14
```
Forces are in eV/Å.

Its spin multiplicity is 5. The calculation puts the highest occupied orbital energy (alpha / beta) at -6.1732 / -9.5776 eV. The value obtained for the LUMO energy (alpha / beta) is -1.414 / -1.608 eV. Its HOMO-LUMO gap (alpha / beta) is 4.76 / 7.97 eV.

***

C24H13Br2F4N2O3PPb as an isolated structure in a non-equilibrium geometry. Source: OMol25; level of theory: ωB97M-V/def2-TZVPD.

The geometry in XYZ format:
```
50
Properties=species:S:1:pos:R:3:forces:R:3
Pb 0.469576 1.164788 0.248309 -0.53 -0.01 -0.05
F 1.711592 0.102416 -7.103590 0.03 -0.02 0.00
C 1.760591 -0.084101 -5.805847 -0.02 0.00 -0.03
C 2.618873 -1.021913 -5.258332 0.05 -0.06 -0.09
F 3.408497 -1.738703 -6.032397 -0.01 0.01 -0.02
C 2.642058 -1.201504 -3.888767 -0.10 0.13 0.17
F 3.487990 -2.111007 -3.409785 0.01 -0.06 0.04
C 1.833699 -0.470614 -3.012687 0.22 -0.33 0.07
P 2.002782 -0.866310 -1.220812 -0.27 0.35 -0.42
C 1.735363 -2.656167 -1.152914 0.05 0.09 0.00
C 0.735907 -3.183823 -1.974368 0.09 0.06 0.07
C 0.575703 -4.555356 -2.070282 -0.08 -0.04 0.05
C 1.394644 -5.406857 -1.340680 0.01 0.00 0.01
C 2.352042 -4.885335 -0.482914 -0.05 -0.05 0.11
C 2.510693 -3.512611 -0.369379 -0.19 0.03 0.05
C 3.733963 -0.419251 -0.883999 0.02 -0.02 0.06
C 3.971329 0.952995 -0.718252 -0.14 -0.19 0.14
C 5.256679 1.434317 -0.542759 0.06 0.05 0.02
C 6.325318 0.547241 -0.509521 -0.04 0.02 0.00
C 6.103460 -0.810308 -0.692988 0.08 0.00 0.08
C 4.819335 -1.297504 -0.890821 -0.02 0.01 -0.02
C 0.993106 0.476767 -3.591872 -0.06 0.13 -0.03
Br -0.175794 1.614944 -2.621477 0.13 -0.09 -0.23
C 0.951413 0.661787 -4.964248 -0.12 0.15 0.12
F 0.134800 1.561706 -5.491369 0.07 -0.05 -0.03
H 0.086257 -2.525225 -2.538615 0.05 -0.02 -0.08
H -0.189459 -4.961540 -2.718330 0.00 0.01 0.01
H 1.274823 -6.478263 -1.425466 0.02 0.00 -0.03
H 2.982362 -5.549601 0.093616 -0.03 0.01 0.02
H 3.240444 -3.126998 0.330889 0.16 -0.02 -0.18
H 3.144164 1.655396 -0.742244 0.05 0.06 -0.08
H 5.424434 2.498352 -0.439709 0.01 -0.02 0.03
H 7.329338 0.915864 -0.348004 0.00 0.00 -0.05
H 6.939878 -1.496959 -0.695383 -0.01 0.00 -0.02
H 4.684609 -2.350464 -1.087245 -0.04 -0.01 -0.02
Br 1.514553 0.378662 4.010960 -0.12 0.23 -0.09
C -0.374566 0.312190 3.651286 -0.45 0.03 -0.26
C -1.218252 0.203451 4.730338 0.14 -0.05 0.23
C -2.584659 0.178644 4.466793 -0.06 -0.02 0.03
C -3.025565 0.234349 3.159842 0.01 0.06 -0.01
C -2.082582 0.332563 2.147207 0.04 0.00 -0.35
N -0.769805 0.394333 2.386035 0.53 -0.25 0.62
C -2.516768 0.365247 0.678741 -0.16 -0.06 0.43
O -3.692820 0.329986 0.441294 0.13 -0.01 -0.15
O -1.540659 0.406992 -0.189029 0.41 0.16 -0.02
H -0.839945 0.140328 5.741375 0.01 0.00 -0.04
H -3.284300 0.105702 5.289096 0.00 0.00 -0.02
H -4.072572 0.215320 2.891488 0.01 -0.03 -0.01
O 3.414844 -1.463174 2.409395 2.45 -0.31 0.13
N 2.362425 -1.346521 2.337604 -2.32 0.13 -0.17
```
Forces are in eV/Å.

Its spin multiplicity is 1. The calculation puts the highest occupied orbital energy at -14.5281 eV. The value obtained for the LUMO energy is -9.827 eV. Its HOMO-LUMO gap is 4.70 eV. The net charge is +2.

***

E_tot, record by record: -55791.2726, -136610.4559, -199694.1044 eV
Energy relative to the best compared isomer or geometry (same formula, charge and spin), record by record: 19.35, 15.57, 28.27 kcal/mol